--- a ---
C4H7N2S2 as an isolated structure. Source: OMol25; level of theory: the ωB97M-V functional and the def2-TZVPD basis.

- orbital gap (spin up / spin down) (eV) = 6.536 / 6.543
- HOMO energy (spin up / spin down) (Ha) = -0.41631 / -0.41647

Geometry as ORCA input:
```
! RIJCOSX wB97M-V def2-TZVPD def2/J DEFGRID3
* xyz 1 1
C 0.42703 -0.60515 -0.81058
C 2.41680 0.64028 1.62424
C -1.29096 0.84471 -0.33584
C -0.51988 -1.28575 -0.13895
N 0.10092 0.75922 -0.77197
N -1.54761 -0.46641 0.20744
S 1.45714 1.64907 0.94949
S 3.28938 -0.72308 1.84034
H 1.33959 -0.95942 -1.23593
H -1.44128 1.64682 0.39440
H -1.95826 1.02548 -1.19796
H -0.53541 -2.32808 0.11310
H 0.35982 1.33555 -1.56341
H -2.20797 -0.64664 0.94113
H 4.13854 -0.21957 2.76563
*
```

***

--- b ---
A 2-piece molecular cluster, C4H7N2S2 overall. Source: OMol25; level of theory: the ωB97M-V functional and the def2-TZVPD basis.

- orbital gap (spin up / spin down) (eV) = 5.769 / 5.762
- HOMO energy (spin up / spin down) (Ha) = -0.41642 / -0.41628

Geometry as ORCA input:
```
! RIJCOSX wB97M-V def2-TZVPD def2/J DEFGRID3
* xyz 1 1
C -0.19881 -0.67378 -0.85604
C 2.64757 0.63076 0.23847
C -1.53910 0.87632 0.30740
C -0.77580 -1.31332 0.18292
N -0.59726 0.69504 -0.78568
N -1.63358 -0.47198 0.79400
S 1.59524 1.72613 -0.12017
S 3.23113 -0.86357 0.00605
H 0.64723 -0.81991 -1.56266
H -1.02185 1.72345 1.01216
H -2.41356 1.42463 -0.09055
H -0.93181 -2.37001 0.41330
H -1.07712 1.09617 -1.61244
H -2.41687 -0.89396 1.34500
H 4.48459 -0.76598 0.72824
*
```

***

Which of them is most stable, and which least? Most stable: a; least stable: b.

***

--- a ---
C6H14N2 as an isolated structure. Source: OMol25; level of theory: the ωB97M-V functional and the def2-TZVPD basis.

- orbital gap (spin up / spin down) (eV) = 5.564 / 5.510
- HOMO energy (spin up / spin down) (Ha) = -0.44364 / -0.44360

Geometry as ORCA input:
```
! RIJCOSX wB97M-V def2-TZVPD def2/J DEFGRID3
* xyz 1 2
C 0.21357 -1.35598 0.00953
N 1.72101 -1.10400 0.11749
C 2.05654 0.35095 0.49694
N 3.38915 0.73544 -0.05083
C -0.89215 -0.64297 -0.89602
C -2.25176 -0.68913 -0.19625
C -2.46937 0.44579 0.61635
C -2.53932 1.79374 -0.00979
H 0.11647 -2.36273 -0.10903
H 0.00625 -1.00151 0.96264
H 2.19814 -1.17733 -0.84726
H 1.40366 1.08239 0.01888
H 2.29690 0.35975 1.59033
H 3.66709 1.71781 -0.20295
H 4.16072 0.28452 0.46550
H -1.09990 -1.25704 -1.72881
H -0.32372 0.28048 -1.30063
H -3.05391 -0.97426 -0.88051
H -1.45866 1.20652 0.39280
H -3.06523 0.41181 1.53199
H -2.53325 2.71271 0.50750
H -2.79074 1.88238 -0.99165
*
```

***

--- b ---
An isolated ion of composition C6H14N2 and charge +1. Source: OMol25; level of theory: the ωB97M-V functional and the def2-TZVPD basis.

- orbital gap (spin up / spin down) (eV) = 5.289 / 8.791
- HOMO energy (spin up / spin down) (Ha) = -0.32819 / -0.45702

Geometry as ORCA input:
```
! RIJCOSX wB97M-V def2-TZVPD def2/J DEFGRID3
* xyz 1 2
C 1.18140 0.48629 -2.04763
C 1.48867 -0.75562 -1.16544
C 0.20300 -1.04278 -0.24514
C -0.14206 0.16716 0.51840
C -1.19367 0.28885 1.33710
N -1.36454 1.36950 2.19344
C -2.54375 1.80886 2.48744
N 1.81408 -1.93822 -2.23497
H 1.18794 0.23903 -3.09251
H 1.62348 1.34720 -1.84714
H 0.15738 0.81193 -1.90572
H 2.22165 -0.88907 -0.44821
H 0.49569 -1.84145 0.56589
H -0.62574 -1.44536 -0.99313
H 0.56982 1.00411 0.29802
H -1.93793 -0.53517 1.58952
H -0.61480 1.49853 2.84712
H -3.34779 2.08320 1.82613
H -2.54608 2.28965 3.45888
H 2.27638 -1.43137 -3.06998
H 2.51623 -2.60772 -1.72313
H 0.91543 -2.25912 -2.52332
*
```

***

Which of them is most stable, and which least? Most stable: b; least stable: a.